# 1
ORCA calculation (wB97M-V/def2-TZVPD) on the molecule C8H7BrN2O2S at a distorted geometry.

Orbital gap, hartree: 0.2898
HOMO energy, eV: -8.0
2S+1: 1
F_max, eV Å⁻¹: 5.47

Element x y z (Å)
C 1.719 -2.160 0.347
C 1.633 -2.468 -0.975
C 0.082 0.419 2.290
C -1.001 0.830 1.245
C 1.132 -0.401 2.160
C 0.047 -0.751 -0.170
C -0.837 1.920 -1.836
C -1.611 0.808 -1.154
N 0.958 -1.124 0.764
N -0.857 0.221 -0.017
O -1.967 1.531 1.458
O 2.067 -0.807 2.811
S 0.373 -1.532 -1.728
Br -0.291 1.506 3.767
H 2.287 -2.742 1.046
H 2.264 -3.301 -1.269
H -0.117 2.213 -1.072
H -0.160 1.695 -2.707
H -1.376 2.797 -2.188
H -1.780 -0.037 -1.920
H -2.565 1.383 -0.852

Here are the Mulliken charges for atoms 1 to 6, given in e: C -0.50; C -0.27; C -0.41; C 0.43; C 0.63; C 0.78

---

# 2
ORCA calculation (wB97M-V/def2-TZVPD) on the molecule C8H7BrN4OS2.

Orbital gap, hartree: 0.3002
SMILES: Nc1nc(SCC(=O)c2ccc(Br)s2)n[nH]1
HOMO energy, eV: -8.3
2S+1: 1
F_max, eV Å⁻¹: 0.86

Element x y z (Å)
N 6.602 0.130 1.468
C 5.644 -0.239 0.577
N 4.412 0.227 0.533
C 3.837 -0.503 -0.457
S 2.185 -0.281 -0.938
C 1.770 1.070 0.232
C 0.382 1.603 -0.045
O 0.196 2.751 -0.386
C -0.718 0.668 0.132
C -0.735 -0.641 0.548
C -2.021 -1.193 0.584
C -2.970 -0.287 0.194
Br -4.813 -0.599 0.098
S -2.317 1.250 -0.223
N 4.631 -1.381 -1.020
N 5.802 -1.208 -0.353
H 7.560 0.007 1.184
H 6.404 0.990 1.953
H 1.845 0.666 1.241
H 2.502 1.865 0.096
H 0.148 -1.194 0.809
H -2.248 -2.202 0.879
H 6.598 -1.784 -0.570

Here are the Mulliken charges for atoms 1 to 6, given in e: N -0.45; C 0.34; N -0.37; C 0.45; S -0.10; C -0.73